(1)
Formula: C3H4N2S2
Source: the Open Molecules 2025 dataset
Level of theory: ωB97M-V/def2-TZVPD

HOMO level ... -7.93 eV
Calculated total energy ... -1022.5294 hartree
SMILES ... NSc1cscn1
Relative energy (zero: lowest compared OMol25 entry of this formula, charge and spin) ... 54.1 kcal/mol

Geometry as ORCA input:
```
! wB97M-V def2-TZVPD RIJCOSX def2/J DEFGRID3
* xyz 0 1
N 0.81 -0.92 -0.05
C 1.35 -1.95 -0.64
H 2.05 -2.49 -0.04
S 0.66 -2.22 -2.32
C -0.47 -0.94 -2.10
S -0.98 1.11 -0.17
H -0.94 -0.36 -2.93
C -0.06 -0.19 -0.76
H 0.75 2.41 0.71
N 0.14 1.71 1.13
H 0.78 1.01 1.45
*
```

(2)
Formula: H4NS
Source: the Open Molecules 2025 dataset
Level of theory: ωB97M-V/def2-TZVPD

HOMO level ... -2.66 eV
Calculated total energy ... -455.3667 hartree
Relative energy (zero: lowest compared OMol25 entry of this formula, charge and spin) ... 5.0 kcal/mol

Geometry as ORCA input:
```
! wB97M-V def2-TZVPD RIJCOSX def2/J DEFGRID3
* xyz -1 1
H -0.26 1.51 1.29
H 0.89 -1.28 -1.66
H -0.89 0.51 0.19
H -1.85 1.07 1.49
N -1.14 1.30 0.82
S 0.66 -0.72 -0.47
*
```